# 1
ORCA calculation (ωB97M-V/def2-TZVPD) on C27H31N8Ni as an isolated structure.

Each line ends with the Löwdin charge.
CARTESIAN COORDINATES (ANGSTROEM)
Ni 1.002 0.767 -1.435  0.7200
N -0.430 2.899 -0.159  -0.0466
N 3.018 -1.246 -0.719  -0.0607
N -0.736 0.032 -2.097  -0.0073
N -0.586 -1.848 -0.798  0.0969
N 2.366 -0.661 -1.752  -0.0220
N 0.439 2.657 -1.166  -0.0130
N -2.672 -1.215 -1.579  -0.0251
N 1.089 0.523 0.490  -0.0244
C 2.227 0.157 1.163  -0.2284
C 3.499 -2.445 -1.096  -0.0367
C 0.578 3.804 -1.827  -0.1050
C -1.527 0.944 -2.925  -0.2228
C -2.514 -2.792 0.294  -0.1461
C 3.696 0.276 3.104  -0.0319
C 2.508 0.577 2.476  -0.0110
C -2.679 1.242 2.255  -0.2735
C -3.541 -0.313 -2.326  -0.1402
C 3.161 -2.649 -2.419  -0.0294
C -2.773 0.285 -3.482  -0.1533
C -0.086 0.827 1.150  -0.2462
C -0.600 0.014 2.173  -0.0232
C -1.344 -0.990 -1.516  -0.3490
C -0.896 1.899 0.748  -0.1215
C -0.805 4.193 -0.172  -0.0374
C -1.846 0.225 2.723  -0.0446
C -3.311 -2.351 -0.916  -0.1329
C -4.071 1.422 2.792  -0.0443
C 2.448 -1.511 -2.778  -0.1181
C 3.230 -0.620 0.552  -0.1209
C 4.707 -0.440 2.464  -0.2748
C -0.186 4.808 -1.234  -0.0287
C -2.182 2.066 1.259  0.0109
C 6.034 -0.692 3.121  -0.0472
C 4.448 -0.873 1.175  0.0094
C -1.081 -3.039 -0.131  -0.1592
H 3.856 0.631 4.115  0.1184
H -2.948 -3.696 0.720  0.1251
H -4.794 0.811 2.247  0.0818
H 4.033 -3.063 -0.397  0.1339
H -0.258 5.843 -1.515  0.1071
H -4.401 -0.888 -2.669  0.1282
H -2.194 -0.429 3.514  0.1202
H -0.445 -3.231 0.733  0.1237
H -1.442 4.594 0.596  0.1329
H -3.386 1.015 -4.009  0.1232
H -2.539 -2.009 1.053  0.1057
H -2.810 2.858 0.868  0.1178
H 0.408 -1.709 -0.865  0.0988
H 0.015 -0.809 2.520  0.1236
H 1.768 1.172 2.996  0.1173
H 1.241 3.850 -2.675  0.1182
H 6.779 0.037 2.796  0.0865
H -0.893 1.294 -3.743  0.1108
H 5.211 -1.417 0.631  0.1213
H 6.416 -1.684 2.880  0.0796
H -1.021 -3.910 -0.792  0.1241
H 3.391 -3.507 -3.023  0.1063
H -4.307 -2.026 -0.615  0.1282
H -4.126 1.132 3.841  0.0821
H -3.434 -3.175 -1.627  0.1340
H 1.962 -1.264 -3.708  0.1171
H 5.955 -0.620 4.205  0.0787
H -2.501 -0.500 -4.192  0.1252
H -4.394 2.460 2.716  0.0799
H -1.813 1.833 -2.347  0.1069
H -3.914 0.476 -1.663  0.1313

Forces on atoms 1 to 6 (eV/Å):
Ni 0.1654 -0.0170 0.2227
N 0.1710 0.0484 -0.1080
N -0.0476 -0.0080 -0.1001
N -0.0598 0.0146 -0.0464
N -0.0237 -0.1686 -0.0726
N 0.0441 -0.0824 -0.0377

## Properties
Net charge: +1
2S+1: 3
Energy above the lowest of the compared OMol25 structures with the same formula, charge and spin: 0.00 kcal/mol

# 2
ORCA calculation (ωB97M-V/def2-TZVPD) on C27H31NO4OsP2S as an isolated structure in a non-equilibrium geometry.

Each line ends with the Löwdin charge.
CARTESIAN COORDINATES (ANGSTROEM)
Os 0.157 0.286 0.096  0.9358
S 0.119 -2.609 1.388  0.5025
P -1.933 1.088 0.283  0.6984
P 1.007 2.096 -1.107  0.7283
O 0.446 -3.968 1.063  -0.2664
O 1.152 1.473 2.782  0.1027
O -1.310 -2.301 1.484  -0.3569
O 0.864 -1.600 0.526  -0.5770
N -1.362 0.346 -3.050  0.2299
C 0.779 -1.281 5.168  -0.0331
C 0.095 -1.814 4.073  -0.0391
C 0.849 -2.216 2.956  -0.2904
C 0.568 -1.111 -3.465  -0.1497
C 0.887 3.738 -0.360  -0.2402
C 2.165 -1.182 5.204  -0.2611
C -2.212 2.879 0.535  -0.2517
C 2.860 -0.565 6.389  -0.0377
C 2.240 -2.171 2.977  -0.0564
C 1.490 -1.306 -4.480  0.0594
C -3.428 0.797 -0.979  -0.1730
C -3.616 -2.829 -2.122  0.0575
C -2.636 0.459 1.840  -0.2376
C 2.814 1.851 -1.098  -0.2437
C -1.943 -0.663 -2.339  -0.1510
C 0.645 2.530 -2.982  -0.1787
C 0.742 1.109 1.738  -0.3343
C -3.248 -0.500 -1.704  -0.1565
C -4.103 -1.571 -1.732  0.0459
C 0.769 1.327 -3.859  -0.1625
C -2.268 -3.068 -2.372  0.0812
C 1.692 1.091 -4.832  0.0285
C 1.990 -0.226 -5.190  0.0438
C -0.057 0.209 -3.428  -0.1399
C -1.362 -2.002 -2.354  -0.1361
C 2.881 -1.639 4.096  -0.0213
C -0.033 -2.201 -2.797  0.1201
H -4.294 -3.676 -2.151  0.1437
H 3.958 -1.524 4.083  0.1174
H 0.636 -2.951 -2.265  0.1987
H 3.939 -0.548 6.249  0.0772
H -0.105 4.163 -0.482  0.0311
H -2.143 3.423 -0.409  0.0397
H -5.133 -1.465 -1.350  0.1563
H 1.085 3.671 0.709  0.0562
H -0.990 -1.885 4.017  0.1137
H 0.503 -0.741 -0.956  -0.0557
H 2.673 -1.103 7.326  0.0934
H 1.862 -2.341 -4.607  0.1625
H -1.846 -4.078 -2.488  0.1624
H 0.176 -0.893 5.991  0.1251
H -0.333 3.033 -2.905  0.1078
H 2.735 -0.425 -5.950  0.1418
H 3.323 2.616 -1.698  0.0625
H 3.184 1.906 -0.067  0.0635
H 2.540 0.471 6.552  0.0885
H 2.833 -2.490 2.121  0.1215
H -2.610 -0.633 1.807  0.0203
H 3.041 0.855 -1.489  0.0457
H -1.984 0.767 2.666  0.0592
H -3.179 3.106 1.005  0.0723
H 2.287 1.922 -5.259  0.1586
H -3.393 1.730 -1.572  0.1055
H -1.437 3.274 1.195  0.0457
H -4.350 0.799 -0.388  0.1030
H -3.656 0.832 2.015  0.0698
H 1.611 4.436 -0.784  0.0709
H 1.368 3.295 -3.263  0.1021

Forces on atoms 1 to 6 (eV/Å):
Os -0.0042 0.8659 1.5279
S -1.0003 -0.8956 2.6089
P -2.9387 0.8483 0.3090
P 1.0810 0.1880 -0.1080
O 0.1882 0.5595 -0.8390
O -1.4657 -1.1595 -3.8006

## Properties
Net charge: +2
2S+1: 5
Energy above the lowest of the compared OMol25 structures with the same formula, charge and spin: 0.00 kcal/mol

# 3
ORCA calculation (ωB97M-V/def2-TZVPD) on C27H32BF5N6OPRbS2Te as an isolated structure.

Each line ends with the Löwdin charge.
CARTESIAN COORDINATES (ANGSTROEM)
Te -6.141 -0.376 0.154  1.7318
Rb -2.290 0.229 0.669  0.7759
S -0.375 -1.751 -1.760  0.2132
S 2.124 -4.102 -1.259  0.1338
P 1.211 -2.751 -2.388  -0.0271
F -6.592 1.384 -0.345  -0.4057
F -5.254 0.306 1.684  -0.4386
F -7.350 -1.027 -1.128  -0.4051
F -7.668 -0.208 1.232  -0.3925
F -6.068 -2.090 0.922  -0.4008
O -4.661 -0.500 -0.819  -0.6995
N -1.874 1.730 3.330  0.0789
N -0.820 2.974 0.710  0.0755
N 0.033 -0.625 2.270  0.0486
N -0.648 2.299 3.430  0.0046
N 0.158 2.095 1.046  -0.0299
N 0.855 0.350 2.737  -0.0015
C 3.800 -1.627 -2.646  -0.1190
C 1.508 -4.903 -5.877  -0.1078
C 1.881 -1.562 3.122  0.0015
C 2.452 -1.502 -2.953  -0.3816
C 0.761 1.595 -0.058  -0.3011
C -2.638 2.320 4.234  -0.3609
C -0.386 -3.280 -4.662  -0.1110
C -0.646 -3.845 -5.906  -0.1005
C -4.074 1.936 4.394  -0.0392
C 0.125 2.147 -1.155  -0.0153
C 0.642 -1.778 2.486  -0.3597
C 0.819 -3.526 -4.018  -0.3705
C 4.708 -0.657 -3.055  -0.1026
C 1.976 -0.193 3.259  -0.3071
C 2.928 0.566 -4.102  -0.1014
C -0.641 3.248 4.387  -0.2962
C -1.849 3.853 -1.341  -0.0421
C 1.918 0.652 -0.028  -0.0040
C 0.035 -3.065 2.032  -0.0403
C 4.276 0.441 -3.784  -0.1145
C 1.763 -4.348 -4.633  -0.1132
C -0.851 3.003 -0.616  -0.4071
C 3.089 0.609 3.848  -0.0405
C -1.905 3.296 4.936  -0.0107
C 0.300 -4.652 -6.518  -0.1204
C 2.023 -0.397 -3.686  -0.1208
C 0.555 4.079 4.724  -0.0434
B 0.523 1.847 2.538  -0.5345
H -1.795 4.890 -1.005  0.0677
H 2.250 -5.540 -6.345  0.0895
H 0.290 4.789 5.508  0.0679
H -4.323 1.123 3.716  0.0499
H 0.339 1.936 -2.191  0.0978
H 3.850 -0.067 4.240  0.0703
H 2.701 1.013 0.644  0.0824
H 2.613 -2.298 3.416  0.0969
H 4.982 1.203 -4.094  0.0884
H -2.247 3.951 5.723  0.0905
H 2.689 -4.560 -4.112  0.0796
H 2.580 1.428 -4.660  0.0946
H -4.736 2.774 4.167  0.0744
H 0.532 -3.433 1.131  0.0210
H -2.870 3.506 -1.170  0.0724
H 2.741 1.248 4.662  0.0677
H 5.755 -0.755 -2.792  0.0908
H 0.965 -0.286 -3.893  0.0859
H -4.287 1.614 5.416  0.0684
H -1.662 3.827 -2.415  0.0679
H 0.097 -5.090 -7.488  0.0869
H 4.117 -2.480 -2.058  0.0500
H 2.333 0.563 -1.030  0.0654
H 0.113 -3.831 2.807  0.0693
H -1.018 -2.919 1.793  0.0693
H -1.594 -3.652 -6.395  0.0935
H 1.619 -0.345 0.299  0.0654
H 1.389 3.469 5.077  0.0641
H 1.502 2.486 2.846  0.1112
H 3.554 1.259 3.105  0.0695
H -1.115 -2.649 -4.169  0.0556
H 0.906 4.636 3.855  0.0777

Forces on atoms 1 to 6 (eV/Å):
Te 0.0891 0.0132 -0.0638
Rb 0.0427 -0.0305 -0.0406
S -0.0654 -0.0839 0.0687
S -0.0137 -0.0067 0.0097
P 0.0394 0.0744 -0.0411
F -0.0058 -0.0020 0.0022

## Properties
Net charge: -2
Energy above the lowest of the compared OMol25 structures with the same formula, charge and spin: 0.00 kcal/mol

# 4
ORCA calculation (ωB97M-V/def2-TZVPD) on C27H32Cl2N3OP2V as an isolated structure.

Each line ends with the Löwdin charge.
CARTESIAN COORDINATES (ANGSTROEM)
V -0.178 -0.022 -0.083  0.8726
Cl -4.430 -0.380 -2.332  0.8033
Cl -5.936 3.694 0.830  0.7878
P 1.737 -0.126 1.650  0.9750
P 1.392 -1.438 -1.391  0.9683
O -1.771 -0.062 -0.841  -0.2260
N 3.897 -2.303 -1.012  0.1550
N 4.286 -0.961 1.410  0.1501
N -1.212 1.629 0.952  0.0267
C -2.493 1.698 0.478  -0.1526
C 2.515 1.303 2.446  -0.2186
C 0.990 -3.103 -1.954  -0.1920
C 2.975 -0.665 -3.604  -0.0623
C 1.842 1.088 -2.200  -0.0869
C 1.174 -1.298 2.970  -0.7157
C -5.024 1.671 -0.660  -0.0763
C 6.561 -1.702 1.470  0.0074
C -0.008 -0.644 3.692  -0.0833
C -3.442 2.630 0.924  -0.1452
C 0.706 -2.576 2.269  -0.0853
C 6.143 -3.123 -0.938  0.0084
C 3.129 -0.946 0.792  -0.4077
C 7.559 -2.436 0.904  -0.0264
C 1.712 -0.311 -2.819  -0.7113
C -0.864 2.511 1.877  -0.0890
C 0.486 -0.366 -3.738  -0.0727
C -2.819 0.764 -0.518  -0.3002
C 5.088 -2.365 -0.377  -0.1838
C -4.050 0.738 -1.102  -0.5776
C 5.295 -1.655 0.840  -0.1828
C 2.946 -1.591 -0.453  -0.4071
C -3.029 3.537 1.917  0.0372
C 2.290 -1.615 3.967  -0.0625
C -4.733 2.579 0.317  -0.5780
C -1.739 3.475 2.386  -0.0003
C 7.349 -3.153 -0.305  -0.0262
H -3.725 4.274 2.295  0.1149
H 1.888 1.695 3.245  0.0444
H 3.175 -2.025 3.484  0.0763
H 5.959 -3.656 -1.860  0.1250
H 0.121 -3.075 -2.609  0.0600
H 2.654 1.155 -1.471  0.0865
H 3.462 0.972 2.874  0.0560
H 0.320 -3.277 3.012  0.1064
H 3.088 0.052 -4.420  0.1030
H 8.531 -2.482 1.376  0.1225
H 2.718 2.090 1.719  0.0604
H 6.700 -1.155 2.392  0.1245
H 3.873 -0.625 -2.990  0.0768
H 0.769 -3.738 -1.096  0.0570
H 2.905 -1.659 -4.045  0.0928
H 8.165 -3.727 -0.722  0.1225
H 1.848 -3.514 -2.486  0.0640
H 0.579 0.417 -4.492  0.1056
H -0.360 -1.321 4.472  0.1050
H -0.852 -0.451 3.023  0.0705
H 1.514 -3.077 1.733  0.0854
H -6.005 1.649 -1.113  0.1239
H -1.384 4.162 3.140  0.1257
H -0.118 -2.391 1.566  0.0668
H 2.040 1.826 -2.979  0.1111
H 1.921 -2.352 4.683  0.1028
H 0.424 -1.319 -4.264  0.0915
H 0.901 1.433 -1.727  0.0637
H 0.269 0.292 4.180  0.0822
H 2.586 -0.731 4.534  0.0902
H 0.155 2.466 2.235  0.0894
H -0.456 -0.205 -3.207  0.0707

Forces on atoms 1 to 6 (eV/Å):
V -0.0259 0.7021 -0.1023
Cl 0.0286 -0.0496 -0.0372
Cl 0.0196 -0.0288 -0.0188
P -0.1799 -0.1386 -0.1113
P -0.0739 -0.0176 0.2143
O -0.3248 -0.1940 0.2405

## Properties
Net charge: +2
2S+1: 3
Energy above the lowest of the compared OMol25 structures with the same formula, charge and spin: 7.28 kcal/mol